1.
ORCA calculation (ωB97M-V/def2-TZVPD) on a 2-piece molecular cluster, C3H4OS overall at a distorted geometry.

Positions of all 9 atoms, in Å:
C: -0.409 -0.717 0.902
C: -0.156 -0.226 -0.667
C: 0.867 0.884 -0.485
H: 0.444 -0.149 1.981
H: -0.143 -1.083 -1.143
H: -1.277 0.223 -0.631
H: 1.874 0.450 -0.885
O: -1.684 -1.740 0.608
S: 0.482 2.358 0.319

total energy: -589.8217 Eh
maximum force: 10.16 eV/Å
frontier orbital gap: 8.1 eV



2.
ORCA calculation (ωB97M-V/def2-TZVPD) on a 9-piece molecular cluster, C11H40N10O9 overall at a distorted geometry.

Positions of all 70 atoms, in Å:
N: -0.086 21.245 14.909
C: -0.683 21.328 13.749
N: -0.139 20.582 12.858
O: -1.820 22.140 13.537
H: -0.540 21.867 15.625
H: 0.693 20.616 15.098
H: -0.675 20.706 11.930
H: 0.456 19.797 12.948
N: 0.500 16.683 14.557
C: -0.566 15.945 14.622
N: -0.790 15.361 15.755
O: -1.426 15.788 13.489
H: 0.827 17.113 13.712
H: 1.056 17.060 15.414
H: -1.746 14.864 15.758
H: 0.002 14.910 16.264
N: 2.511 14.993 13.990
C: 3.643 15.650 13.946
N: 4.599 14.909 13.497
O: 3.739 16.946 14.300
H: 1.636 15.520 14.235
H: 2.366 14.063 13.635
H: 5.296 15.584 13.304
H: 4.736 13.976 13.142
N: 7.347 19.966 13.142
C: 7.422 19.521 14.353
N: 6.351 18.975 14.793
O: 8.612 19.342 14.990
H: 8.253 20.377 12.698
H: 6.491 20.024 12.590
H: 6.395 18.690 15.760
H: 5.457 19.103 14.272
N: 1.453 17.676 16.742
C: 2.116 16.934 17.541
N: 1.400 16.002 18.092
O: 3.455 17.128 17.877
H: 1.915 18.548 16.415
H: 0.449 17.763 16.782
H: 1.979 15.450 18.795
H: 0.365 16.061 18.235
C: 5.142 18.339 11.100
C: 4.375 19.653 11.316
O: 4.443 20.104 12.682
H: 4.920 17.561 11.764
H: 6.176 18.652 11.228
H: 5.126 18.010 10.075
H: 3.404 19.776 10.813
H: 4.968 20.312 10.684
H: 3.844 20.901 12.730
C: -0.125 17.596 11.104
C: 1.298 18.072 11.272
O: 1.554 18.298 12.611
H: -0.300 17.288 10.127
H: -0.887 18.246 11.540
H: -0.305 16.747 11.729
H: 1.399 19.094 10.894
H: 1.976 17.380 10.834
H: 2.462 18.560 12.675
C: 3.372 20.311 15.850
O: 2.500 19.558 15.011
H: 4.124 19.676 16.313
H: 2.874 20.865 16.709
H: 3.953 21.084 15.310
H: 3.036 18.784 14.740
C: 6.698 18.013 18.137
O: 6.080 17.439 16.988
H: 7.201 18.899 17.962
H: 7.418 17.306 18.579
H: 6.012 18.168 18.964
H: 5.193 17.165 17.202

total energy: -1667.7377 Eh
maximum force: 9.83 eV/Å
SMILES string: NC(N)=O.NC(N)=O.NC(N)=O.NC(N)=O.NC(N)=O.CCO.CCO.CO.CO
frontier orbital gap: 8.2 eV



3.
ORCA calculation (ωB97M-V/def2-TZVPD) on C3F4I2O as an isolated structure at a distorted geometry.

Positions of all 10 atoms, in Å:
C: 0.209 0.060 0.651
C: 0.414 -0.412 -0.797
C: -0.968 1.042 1.026
O: 0.943 -0.398 1.507
F: -0.641 -1.056 -1.329
F: 1.446 -1.165 -0.832
F: 0.652 0.633 -1.593
F: -1.849 1.236 0.014
I: 0.178 2.770 1.543
I: -2.180 0.160 2.573

total energy: -1184.3813 Eh
maximum force: 2.42 eV/Å
frontier orbital gap: 9.2 eV



4.
ORCA calculation (ωB97M-V/def2-TZVPD) on C12H20AsBF6MgO12 as an isolated structure at a distorted geometry.

Positions of all 53 atoms, in Å:
Mg: -0.367 -0.644 0.721
O: 3.367 -0.487 -2.276
C: 2.590 0.485 -2.412
O: 2.569 1.383 -3.285
B: 1.313 2.210 -3.125
O: 0.643 1.653 -1.951
C: 1.281 0.577 -1.569
O: 0.812 -0.319 -0.797
O: 0.415 2.167 -4.315
C: 0.290 3.345 -4.872
O: -0.373 3.721 -5.872
C: 0.997 4.302 -3.895
O: 1.538 3.616 -2.917
O: 1.077 5.503 -4.083
As: 1.367 -3.748 0.021
F: 0.958 -3.181 -1.611
F: -0.034 -4.801 -0.073
F: 1.672 -4.250 1.788
F: 2.704 -2.572 0.153
F: 0.227 -2.513 0.707
F: 2.386 -5.103 -0.641
C: -2.238 -2.145 -1.106
O: -1.781 -1.004 -0.450
C: -2.375 0.175 -0.973
C: -2.210 1.398 -0.009
O: -0.839 1.337 0.575
C: -0.563 2.624 1.227
H: -1.566 -3.003 -1.113
H: -2.452 -1.877 -2.140
H: -3.188 -2.524 -0.728
H: -3.425 0.023 -1.223
H: -1.879 0.447 -1.905
H: -2.947 1.356 0.792
H: -2.366 2.337 -0.541
H: -0.550 3.441 0.506
H: 0.371 2.564 1.786
H: -1.262 2.966 1.990
C: 2.789 -0.003 1.564
O: 1.322 -0.168 1.811
C: 1.139 -0.614 3.122
C: -0.346 -0.438 3.593
O: -1.175 -0.810 2.399
C: -2.511 -1.197 2.764
H: 2.966 0.106 0.494
H: 3.262 -0.970 1.736
H: 3.329 0.811 2.048
H: 1.643 0.095 3.780
H: 1.466 -1.652 3.181
H: -0.515 0.597 3.893
H: -0.654 -1.054 4.437
H: -3.134 -0.527 3.355
H: -2.603 -2.027 3.465
H: -3.140 -1.608 1.974

total energy: -4432.3864 Eh
maximum force: 6.73 eV/Å
frontier orbital gap: 8.9 eV



5.
ORCA calculation (ωB97M-V/def2-TZVPD) on one molecule with the formula C8H6O6 at a distorted geometry.

Positions of all 20 atoms, in Å:
C: 0.014 1.158 -0.149
C: -1.053 0.163 -0.165
C: -0.621 2.383 0.127
C: -2.284 0.925 -0.044
C: 1.322 0.772 -0.273
C: -0.990 -1.180 -0.270
C: 2.801 0.625 -0.314
C: -0.879 -2.493 -0.399
O: -2.017 2.262 -0.035
O: 1.904 -0.416 -0.512
O: -0.165 3.623 -0.216
O: -3.555 0.404 0.061
O: 3.562 0.626 0.834
O: -0.978 -3.470 0.559
H: 3.446 0.874 -1.145
H: -1.074 -2.907 -1.325
H: -0.909 4.185 -0.007
H: -3.522 -0.561 0.266
H: 3.227 0.010 1.481
H: -1.170 -3.149 1.376

total energy: -759.6414 Eh
maximum force: 4.14 eV/Å
frontier orbital gap (alpha / beta): 6.8 / 7.0 eV



6.
ORCA calculation (ωB97M-V/def2-TZVPD) on a 2-piece molecular cluster, C10H22BrNO8P overall at a distorted geometry.

Positions of all 43 atoms, in Å:
C: 1.936 -0.424 3.001
C: 1.723 -0.338 1.377
C: 2.273 1.036 0.674
Br: 3.434 2.181 1.832
C: 3.126 0.776 -0.733
O: 2.650 -0.401 -1.477
C: 1.656 -0.053 -2.504
C: 0.183 -0.621 -1.953
O: -0.501 0.376 -1.102
C: -1.950 0.431 -1.381
C: -2.801 -0.867 -0.847
C: -2.072 -1.732 0.341
C: -2.653 1.831 -0.798
P: -1.505 2.843 0.345
O: -1.004 1.881 1.496
O: -2.436 4.136 1.116
O: -0.197 3.632 -0.540
H: 1.716 0.565 3.587
H: 3.007 -0.887 3.240
H: 1.161 -1.228 3.422
H: 2.136 -1.335 0.909
H: 0.545 -0.364 1.189
H: 1.332 1.690 0.337
H: 4.271 0.675 -0.410
H: 3.062 1.792 -1.327
H: 1.913 -0.723 -3.458
H: 1.577 1.086 -2.757
H: 0.467 -1.565 -1.279
H: -0.495 -0.930 -2.861
H: -2.129 0.481 -2.560
H: -3.857 -0.531 -0.447
H: -2.967 -1.572 -1.772
H: -2.873 -2.537 0.707
H: -1.763 -1.117 1.287
H: -1.137 -2.359 -0.012
H: -3.658 1.636 -0.231
H: -2.924 2.515 -1.734
H: -3.365 3.731 1.202
H: 0.345 4.106 0.172
N: 0.443 -4.455 0.987
O: 0.866 -5.546 1.403
O: 0.240 -4.288 -0.227
O: 0.223 -3.529 1.786

total energy: -3966.0889 Eh
maximum force: 5.51 eV/Å
charge: -1
frontier orbital gap: 6.5 eV



7.
ORCA calculation (ωB97M-V/def2-TZVPD) on ArH22NeO11 as an isolated structure at a distorted geometry.

Positions of all 35 atoms, in Å:
Ne: -0.581 0.374 -0.292
Ar: 0.771 0.236 -3.935
O: -3.590 1.523 0.191
H: -3.152 1.211 0.983
H: -4.064 2.306 0.472
O: -2.155 -3.000 -1.395
H: -1.659 -2.661 -0.650
H: -2.167 -3.948 -1.266
O: -2.202 0.296 2.341
H: -1.689 -0.173 1.683
H: -1.607 0.391 3.085
O: -1.213 -2.243 1.082
H: -0.265 -2.362 1.019
H: -1.425 -2.478 1.986
O: 1.036 1.409 3.092
H: 1.240 0.604 2.616
H: 1.859 1.650 3.518
O: -2.729 1.970 -2.549
H: -2.023 2.606 -2.437
H: -3.028 1.784 -1.659
O: 2.956 -1.711 -0.569
H: 3.637 -1.206 -1.013
H: 2.357 -1.971 -1.269
O: 2.391 2.670 0.911
H: 3.012 2.090 1.353
H: 1.554 2.499 1.343
O: 1.006 -2.677 -2.523
H: 0.167 -2.225 -2.433
H: 1.036 -2.946 -3.441
O: 1.407 -0.934 1.723
H: 1.776 -1.575 2.330
H: 1.810 -1.142 0.880
O: 2.180 3.372 -1.844
H: 2.012 2.901 -1.028
H: 1.342 3.360 -2.305

total energy: -1497.3004 Eh
maximum force: 1.16 eV/Å
frontier orbital gap: 10.5 eV



8.
ORCA calculation (ωB97M-V/def2-TZVPD) on one molecule with the formula C3H3N3O2 at a distorted geometry.

Positions of all 11 atoms, in Å:
O: 2.692 -0.569 -0.269
C: 1.604 -0.125 0.004
C: 0.404 -0.857 0.282
C: -0.680 -0.134 -0.067
O: -1.861 -0.669 -0.040
N: -0.857 1.202 -0.223
N: 0.259 1.869 0.157
N: 1.432 1.343 0.116
H: 0.240 -2.033 0.663
H: -1.481 -1.760 -0.271
H: -1.753 1.733 -0.352

total energy: -430.7299 Eh
maximum force: 7.47 eV/Å
SMILES string: O=c1cc(O)[nH]nn1
frontier orbital gap: 9.2 eV



9.
ORCA calculation (ωB97M-V/def2-TZVPD) on C4H4OTb as an isolated structure at a distorted geometry.

Positions of all 10 atoms, in Å:
H: 1.724 -0.891 2.257
C: 0.965 -0.886 1.475
C: 1.131 -0.755 0.218
C: 0.741 -0.343 -1.047
H: 0.539 -1.137 -1.777
H: 1.343 0.448 -1.513
C: -1.426 0.662 -0.409
O: -1.350 1.843 0.148
Tb: -1.651 0.408 2.011
H: -2.017 0.652 -1.363

total energy: -1054.2381 Eh
maximum force: 2.46 eV/Å
spin multiplicity: 8
frontier orbital gap (alpha / beta): 6.0 / 5.2 eV



10.
ORCA calculation (ωB97M-V/def2-TZVPD) on C44H54B2Cl2GeInN8OS3 as an isolated structure.

Positions of all 116 atoms, in Å:
In: -1.368 1.040 0.096
C: -1.640 3.426 -3.884
C: -1.120 2.460 -4.948
C: -0.436 3.277 -6.041
C: -2.252 1.652 -5.583
N: -0.110 1.533 -4.340
C: 1.224 1.501 -4.718
C: 1.849 0.635 -3.905
N: 0.915 0.093 -3.050
B: 1.256 -0.728 -1.767
N: 1.632 -2.182 -2.141
C: 2.310 -2.521 -3.307
C: 2.103 -3.816 -3.562
N: 1.307 -4.330 -2.538
C: 1.008 -3.309 -1.648
S: 0.145 -3.412 -0.210
C: 0.642 -5.668 -2.616
C: -0.864 -5.468 -2.792
C: 1.185 -6.416 -3.832
C: 0.950 -6.518 -1.381
N: 2.458 -0.021 -1.061
C: 3.597 -0.653 -0.615
C: 4.245 0.189 0.203
N: 3.491 1.357 0.290
C: 2.387 1.224 -0.518
S: 1.155 2.360 -0.866
C: 3.894 2.386 1.305
C: 3.946 1.692 2.672
C: 2.946 3.572 1.431
C: 5.276 2.909 0.908
C: -0.287 0.664 -3.298
S: -1.750 0.301 -2.475
H: -2.264 4.188 -4.359
H: -0.800 3.917 -3.383
H: -2.234 2.916 -3.130
H: -1.175 3.960 -6.460
H: -0.059 2.648 -6.852
H: 0.383 3.878 -5.637
H: -2.966 2.334 -6.052
H: -2.774 1.065 -4.830
H: -1.855 0.976 -6.347
H: 1.628 2.099 -5.513
H: 2.894 0.375 -3.854
H: 0.333 -0.731 -1.031
H: 2.893 -1.806 -3.862
H: 2.498 -4.414 -4.362
H: -1.065 -4.878 -3.691
H: -1.285 -4.947 -1.934
H: -1.357 -6.439 -2.891
H: 0.924 -5.916 -4.767
H: 0.741 -7.411 -3.848
H: 2.271 -6.531 -3.778
H: 0.536 -6.067 -0.486
H: 2.032 -6.623 -1.252
H: 0.515 -7.511 -1.520
H: 3.833 -1.666 -0.902
H: 5.158 0.041 0.751
H: 2.961 1.294 2.926
H: 4.232 2.419 3.437
H: 4.659 0.868 2.700
H: 1.940 3.258 1.704
H: 2.877 4.146 0.510
H: 3.344 4.213 2.223
H: 6.020 2.111 0.874
H: 5.607 3.653 1.636
H: 5.229 3.381 -0.076
Cl: -4.952 4.177 -1.902
C: -4.145 4.447 -0.388
C: -4.512 5.555 0.388
C: -3.910 5.803 1.590
Cl: -4.380 7.213 2.511
C: -2.911 4.935 2.080
C: -2.236 5.083 3.311
C: -1.277 4.181 3.674
C: -0.988 3.105 2.815
N: -1.610 2.932 1.677
C: -2.552 3.821 1.286
C: -3.151 3.550 0.006
O: -2.759 2.547 -0.698
H: -5.280 6.224 0.022
H: -2.490 5.918 3.951
H: -0.741 4.276 4.609
H: -0.234 2.375 3.071
Ge: 0.009 -0.341 3.327
C: 1.275 -1.811 3.664
C: 2.320 -1.640 4.575
C: 3.259 -2.643 4.792
C: 3.162 -3.842 4.096
C: 2.132 -4.026 3.181
C: 1.200 -3.018 2.965
C: -1.764 -0.690 4.044
C: -2.373 0.202 4.925
C: -3.665 -0.024 5.385
C: -4.361 -1.149 4.965
C: -3.768 -2.046 4.085
C: -2.478 -1.816 3.627
H: 0.622 0.814 4.170
H: 2.399 -0.706 5.126
H: 4.066 -2.491 5.501
H: 3.888 -4.630 4.264
H: 2.059 -4.953 2.624
H: 0.431 -3.168 2.213
H: -1.835 1.086 5.255
H: -4.135 0.685 6.057
H: -5.375 -1.319 5.306
H: -4.326 -2.899 3.722
H: -2.039 -2.507 2.914
B: -5.303 -1.703 1.063
C: -4.051 -0.779 0.830
N: -3.135 -0.099 0.660
H: -5.981 -1.634 0.056
H: -4.902 -2.836 1.255
H: -5.895 -1.267 2.031
C: 0.026 -0.058 1.416
H: -0.149 -1.069 1.014
H: 1.044 0.203 1.135

total energy: -6654.3470 Eh
maximum force: 0.62 eV/Å
charge: -1
frontier orbital gap: 7.2 eV



11.
ORCA calculation (ωB97M-V/def2-TZVPD) on one molecule with the formula C4H11NO at a distorted geometry.

Positions of all 17 atoms, in Å:
C: -0.570 -0.101 1.901
N: -0.877 -0.923 0.681
C: -0.274 -0.469 -0.578
C: -1.004 0.784 -1.109
C: 1.240 -0.234 -0.323
O: 1.916 0.025 -1.577
H: 0.413 -0.404 2.253
H: -0.445 0.949 1.627
H: -1.460 -0.214 2.516
H: -0.688 -1.881 0.930
H: -0.134 -1.122 -1.440
H: -1.922 0.940 -0.556
H: -0.287 1.600 -1.121
H: -1.269 0.514 -2.131
H: 1.762 -1.070 0.143
H: 1.457 0.624 0.348
H: 2.141 0.981 -1.565

total energy: -288.9466 Eh
maximum force: 2.41 eV/Å
SMILES string: CN[C@@H](C)CO
frontier orbital gap: 9.4 eV



12.
ORCA calculation (ωB97M-V/def2-TZVPD) on one molecule with the formula C23H25BrN2O3S at a distorted geometry.

Positions of all 55 atoms, in Å:
C: 5.934 -3.515 -1.578
N: 4.502 -3.330 -1.505
C: 4.099 -1.943 -1.392
C: 4.459 -1.218 -0.084
H: 4.197 -1.844 0.771
H: 5.529 -1.012 -0.043
C: 3.693 0.102 0.024
N: 2.272 -0.112 0.162
C: 1.406 0.067 -0.861
O: 1.713 0.535 -1.942
C: 0.019 -0.303 -0.534
C: -1.115 -0.231 -1.301
C: -2.180 -0.629 -0.470
C: -1.625 -0.927 0.748
C: -2.240 -1.255 2.040
H: -3.305 -1.440 1.943
H: -1.743 -2.081 2.544
S: -2.033 0.193 3.260
O: -0.631 0.178 3.658
C: -2.161 1.468 1.963
C: -1.005 2.083 1.522
C: -1.064 2.999 0.488
C: -2.297 3.294 -0.071
C: -3.465 2.707 0.392
C: -3.394 1.784 1.419
H: -4.290 1.308 1.788
H: -4.414 2.965 -0.053
Br: -2.396 4.538 -1.503
H: -0.167 3.468 0.115
H: -0.065 1.823 1.987
O: -0.294 -0.733 0.710
H: -3.216 -0.694 -0.732
H: -1.160 0.077 -2.325
H: 1.943 -0.575 0.995
H: 4.049 0.676 0.885
H: 3.832 0.692 -0.885
H: 3.015 -1.911 -1.522
H: 4.542 -1.405 -2.233
C: 3.909 -4.220 -0.518
C: 2.418 -4.063 -0.409
C: 1.806 -3.929 0.829
C: 0.430 -3.816 0.928
C: -0.350 -3.815 -0.214
C: 0.254 -3.929 -1.456
C: 1.626 -4.063 -1.552
H: 2.102 -4.160 -2.516
H: -0.351 -3.920 -2.351
H: -1.425 -3.725 -0.140
H: -0.029 -3.731 1.903
H: 2.407 -3.925 1.729
H: 4.129 -5.243 -0.848
H: 4.367 -4.099 0.481
H: 6.340 -2.849 -2.337
H: 6.450 -3.322 -0.625
H: 6.142 -4.544 -1.874

total energy: -4198.8496 Eh
maximum force: 1.65 eV/Å
frontier orbital gap: 8.8 eV



13.
ORCA calculation (ωB97M-V/def2-TZVPD) on a 2-piece molecular cluster, C5H11NO2 overall at a distorted geometry.

Positions of all 19 atoms, in Å:
O: 1.026 -0.361 -2.233
C: 0.556 -1.453 -2.084
C: 0.080 -2.030 -0.741
C: -0.885 -1.253 0.117
C: -0.126 -0.093 0.663
C: -0.630 0.789 1.561
N: 0.048 1.871 2.042
H: 0.386 -2.140 -2.887
H: 1.002 -2.217 -0.149
H: -0.257 -3.049 -0.837
H: -1.080 -1.840 1.006
H: -1.765 -0.954 -0.279
H: 0.825 -0.048 0.204
H: -1.676 0.614 2.042
H: -0.263 2.205 2.958
H: 1.078 1.756 1.890
H: 0.880 2.635 -0.389
H: 0.437 2.508 -1.821
O: 0.363 3.062 -1.061

total energy: -401.9999 Eh
maximum force: 4.22 eV/Å
spin multiplicity: 2
charge: +1
frontier orbital gap (alpha / beta): 10.0 / 6.3 eV